Computed, not measured: a single C5H8N2 molecule at a distorted geometry, with the ωB97M-V functional and the def2-TZVPD basis.

The value obtained for the orbital gap (spin up / spin down) is 0.288 / 0.288 Eh. The value obtained for the max |F| is 1.503 eV/Å. As for the total charge: 0. The lowest unoccupied orbital energy (spin up / spin down) comes out at 0.0282 / 0.0282 Ha. As for the highest occupied orbital energy (spin up / spin down): -7.0646 / -7.0664 eV. Its electronic energy is -8289.229 eV. Its spin multiplicity is 1.

Each line ends with the Löwdin charge.
Geometry (Å):
C: 2.00 -0.23 -0.50  -0.0581
C: 0.61 0.08 -0.04  -0.3600
C: -0.43 -0.81 0.51  -0.2237
C: -1.85 -0.93 0.05  -0.1309
N: -2.05 -0.27 -1.06  0.0370
C: -0.60 0.55 1.64  -0.0089
N: 0.33 1.08 0.81  -0.0094
H: 2.64 -0.63 0.30  0.0791
H: 1.97 -0.97 -1.30  0.0730
H: 2.49 0.66 -0.90  0.0726
H: -0.05 -1.81 0.76  0.1243
H: -1.32 0.26 -1.54  0.0980
H: -2.99 -0.22 -1.43  0.0843
H: -1.44 1.23 1.91  0.0697
H: 0.69 2.02 0.78  0.1531